Entry 1:
Below is C7H10 as an isolated structure, with properties calculated with wB97M-V/def2-TZVPD.

Each line ends with the Löwdin charge.
Geometry (Å):
C (-0.55, 0.12, -0.53)  -0.373
C (-0.90, -0.06, -2.00)  -0.075
C (0.28, 0.05, 2.25)  -0.097
C (-0.41, -1.14, 0.22)  -0.114
C (-0.09, -1.15, 1.54)  -0.181
C (0.78, 0.96, -0.34)  -0.169
C (1.69, 1.48, -0.95)  0.143
H (-1.28, 0.77, -0.05)  0.139
H (-0.34, -2.05, -0.36)  0.105
H (0.19, -2.09, 2.00)  0.094
H (-1.87, -0.57, -2.09)  0.081
H (-0.14, -0.67, -2.50)  0.084
H (-0.96, 0.90, -2.51)  0.079
H (0.81, -0.10, 3.18)  0.066
H (0.81, 0.80, 1.20)  0.119
H (-0.53, 0.77, 2.37)  0.069
H (2.50, 1.96, -1.44)  0.028

Values from the calculation:
* ΔE to the lowest compared entry with this formula, charge and spin: 100.0 kcal/mol
* orbital gap: 0.3462 hartree
* energy: -7416.7002 eV

Entry 2:
Below is a 2-piece molecular cluster, C5H11O2 overall, with properties calculated with wB97M-V/def2-TZVPD.

Each line ends with the Löwdin charge.
Geometry (Å):
C (1.92, -1.59, -0.53)  -0.063
C (0.96, -2.81, -0.73)  -0.817
O (1.29, -3.84, -0.10)  -0.118
O (0.03, -2.65, -1.54)  -0.119
H (2.13, -1.54, 0.55)  0.053
H (1.41, -0.70, -0.87)  0.030
H (2.80, -1.79, -1.13)  0.049
C (-1.22, 0.90, 0.75)  -0.321
C (-1.83, 1.42, -0.55)  -0.129
C (0.07, 1.64, 1.08)  -0.139
H (-1.88, 0.98, 1.63)  0.097
H (-1.06, -0.16, 0.61)  0.096
H (-2.05, 2.50, -0.47)  0.066
H (-2.77, 0.91, -0.78)  0.062
H (0.01, 2.71, 0.87)  0.064
H (0.42, 1.49, 2.11)  0.066
H (-1.14, 1.25, -1.36)  0.071
H (0.90, 1.28, 0.46)  0.053

Values from the calculation:
* ΔE to the lowest compared entry with this formula, charge and spin: 5.0 kcal/mol
* orbital gap: 0.2748 hartree
* energy: -9459.8129 eV
* total charge: -1

Entry 3:
Below is C56H53IN4O5P3S3Sc as an isolated structure, with properties calculated with wB97M-V/def2-TZVPD.

Each line ends with the Löwdin charge.
Geometry (Å):
Sc (0.21, 1.46, -1.18)  0.271
O (-0.97, 1.94, 0.51)  -0.632
S (-1.01, 1.03, 1.75)  1.018
C (-2.74, 0.92, 2.16)  -0.401
C (-3.47, 2.02, 2.59)  -0.084
C (-4.83, 1.88, 2.80)  -0.057
C (-5.44, 0.65, 2.57)  -0.050
C (-4.71, -0.44, 2.13)  -0.051
C (-3.34, -0.33, 1.90)  -0.334
P (-2.35, -1.66, 1.07)  1.123
C (-3.62, -2.91, 0.70)  -0.394
C (-4.16, -2.87, -0.59)  -0.093
C (-5.14, -3.78, -0.97)  -0.071
C (-5.58, -4.73, -0.06)  -0.077
C (-5.05, -4.78, 1.22)  -0.076
C (-4.07, -3.87, 1.60)  -0.093
C (-1.39, -2.39, 2.43)  -0.371
C (-1.12, -1.75, 3.64)  -0.098
C (-0.20, -2.28, 4.54)  -0.079
C (0.46, -3.47, 4.24)  -0.091
C (0.18, -4.13, 3.05)  -0.075
C (-0.72, -3.59, 2.15)  -0.109
C (-0.30, 2.04, 3.04)  -0.337
C (-0.89, 2.14, 4.30)  -0.077
C (-0.26, 2.87, 5.30)  -0.054
C (0.95, 3.49, 5.03)  -0.049
C (1.54, 3.36, 3.79)  -0.072
C (0.94, 2.63, 2.77)  -0.319
P (1.90, 2.32, 1.21)  1.101
C (2.65, 3.93, 0.88)  -0.419
C (1.98, 5.12, 1.15)  -0.103
C (2.50, 6.33, 0.72)  -0.073
C (3.69, 6.36, 0.00)  -0.076
C (4.35, 5.18, -0.30)  -0.078
C (3.83, 3.97, 0.13)  -0.150
C (3.18, 1.28, 2.01)  -0.361
C (4.46, 1.70, 2.37)  -0.079
C (5.32, 0.83, 3.02)  -0.071
C (4.91, -0.46, 3.32)  -0.076
C (3.63, -0.88, 2.98)  -0.070
C (2.78, -0.02, 2.32)  -0.106
H (-2.99, 2.97, 2.74)  0.124
H (-5.42, 2.72, 3.13)  0.112
H (-6.51, 0.54, 2.74)  0.113
H (-5.22, -1.38, 1.92)  0.106
H (-3.78, -2.14, -1.30)  0.092
H (-5.55, -3.74, -1.97)  0.108
H (-6.34, -5.45, -0.36)  0.106
H (-5.39, -5.53, 1.92)  0.105
H (-3.66, -3.91, 2.60)  0.109
H (-1.64, -0.84, 3.90)  0.083
H (0.00, -1.77, 5.47)  0.105
H (1.17, -3.88, 4.94)  0.104
H (0.68, -5.06, 2.82)  0.110
H (-0.92, -4.11, 1.22)  0.112
H (-1.82, 1.65, 4.51)  0.104
H (-0.72, 2.95, 6.27)  0.113
H (1.44, 4.07, 5.80)  0.113
H (2.51, 3.82, 3.61)  0.116
H (1.05, 5.11, 1.69)  0.107
H (1.97, 7.25, 0.93)  0.107
H (4.09, 7.31, -0.35)  0.106
H (5.26, 5.20, -0.88)  0.110
H (4.33, 3.05, -0.16)  0.108
H (4.79, 2.71, 2.15)  0.099
H (6.31, 1.16, 3.29)  0.107
H (5.59, -1.14, 3.83)  0.105
H (3.30, -1.89, 3.22)  0.102
H (1.78, -0.35, 2.04)  0.084
O (0.57, -0.36, -0.16)  -0.364
N (0.62, -1.54, -0.80)  -0.171
C (1.40, -2.52, -0.30)  -0.038
C (1.54, -3.72, -0.95)  -0.025
C (0.85, -3.93, -2.15)  -0.025
C (0.04, -2.93, -2.63)  -0.040
C (-0.09, -1.71, -1.95)  -0.635
S (-1.04, -0.40, -2.52)  0.710
H (1.92, -2.25, 0.61)  0.125
H (2.20, -4.47, -0.54)  0.120
H (0.98, -4.85, -2.72)  0.047
H (-0.49, -3.04, -3.56)  0.124
O (2.54, -7.11, -5.55)  -0.333
S (2.00, -5.94, -4.90)  0.427
O (1.38, -4.97, -5.78)  -0.347
O (1.26, -6.18, -3.66)  -0.370
C (3.43, -5.06, -4.19)  -0.339
N (4.47, -5.75, -3.73)  0.133
C (5.36, -5.07, -3.01)  -0.112
C (5.20, -3.73, -2.69)  0.005
C (4.10, -3.10, -3.26)  -0.234
N (3.24, -3.76, -4.03)  0.158
C (3.63, -1.74, -2.95)  -0.134
C (2.70, -1.13, -3.79)  0.030
C (2.05, 0.00, -3.36)  -0.161
N (2.19, 0.46, -2.11)  -0.063
C (3.16, -0.05, -1.36)  -0.127
C (3.94, -1.11, -1.75)  0.007
H (6.20, -5.64, -2.63)  0.109
H (5.91, -3.21, -2.06)  0.104
H (2.46, -1.60, -4.74)  0.132
H (1.28, 0.47, -3.96)  0.080
H (3.26, 0.35, -0.36)  0.082
H (4.66, -1.53, -1.05)  0.118
I (1.30, 3.63, -2.58)  0.317
C (-5.11, 1.79, -1.73)  -0.133
C (-3.68, 1.59, -1.22)  -0.414
P (-2.35, 2.50, -2.10)  0.884
C (-2.94, 4.25, -1.89)  -0.386
C (-1.88, 5.34, -1.82)  -0.194
C (-2.76, 2.13, -3.86)  -0.430
C (-1.67, 2.51, -4.85)  -0.166
H (-5.82, 1.27, -1.08)  0.067
H (-5.24, 1.39, -2.73)  0.066
H (-5.39, 2.84, -1.75)  0.065
H (-3.41, 0.53, -1.25)  0.032
H (-3.61, 1.89, -0.17)  0.051
H (-3.52, 4.24, -0.96)  0.076
H (-3.65, 4.46, -2.69)  0.079
H (-1.16, 5.15, -1.02)  0.037
H (-2.35, 6.30, -1.64)  0.069
H (-1.30, 5.40, -2.74)  0.025
H (-3.69, 2.64, -4.11)  0.077
H (-2.96, 1.06, -3.92)  0.052
H (-1.39, 3.56, -4.77)  0.054
H (-2.00, 2.32, -5.88)  0.075
H (-0.76, 1.92, -4.68)  0.028

Values from the calculation:
* ΔE to the lowest compared entry with this formula, charge and spin: 35.2 kcal/mol
* orbital gap: 0.2543 hartree
* energy: -164307.2387 eV

Here are the calculated max |F| numbers, same order: 3.420; 1.144; 0.828 (eV/Å).